{"formula": "C13H34BCuN2O7", "method": "ωB97M-V/def2-TZVPD", "species": ["Cu", "C", "O", "O", "O", "B", "H", "H", "H", "H", "C", "O", "C", "C", "N", "C", "C", "O", "C", "H", "H", "H", "H", "H", "H", "H", "H", "H", "H", "H", "H", "H", "H", "H", "C", "O", "C", "C", "N", "C", "C", "O", "C", "H", "H", "H", "H", "H", "H", "H", "H", "H", "H", "H", "H", "H", "H", "H"], "coordinates": [[-0.35707, 0.54358, 0.15364], [1.93901, 2.28714, -1.66475], [2.24646, 1.25533, -2.41380], [0.89536, 2.34931, -0.89601], [2.23494, 3.41978, -2.25754], [-2.13394, 2.36933, -1.44867], [-2.43623, 3.32271, -2.06350], [-3.06895, 1.71078, -1.15033], [-1.41615, 1.73171, -2.11984], [-1.49632, 2.71519, -0.52556], [-4.27503, 2.63913, 1.54057], [-3.31805, 1.95029, 2.32003], [-2.07399, 2.57606, 2.47038], [-1.15781, 1.60994, 3.20180], [-1.10695, 0.33814, 2.49033], [-0.01345, -0.56167, 2.93029], [1.42989, -0.01838, 2.79432], [1.62642, 0.47115, 1.48413], [2.98994, 0.74250, 1.26043], [-4.60625, 1.94174, 0.76928], [-3.82999, 3.46710, 0.98538], [-5.13402, 2.97839, 2.12835], [-2.13471, 3.52540, 3.02411], [-1.61024, 2.83530, 1.51072], [-1.49515, 1.47275, 4.24287], [-0.18491, 2.08804, 3.33114], [-1.91903, -0.16680, 2.82539], [-0.01377, -1.42518, 2.26312], [-0.24573, -0.81666, 3.97283], [2.11895, -0.86256, 2.94200], [1.72681, 0.70684, 3.56221], [3.16588, 1.20972, 0.29110], [3.56072, -0.19450, 1.19206], [3.41325, 1.39354, 2.03193], [4.30937, -3.54713, -3.20408], [3.41045, -3.22005, -2.16984], [2.45546, -2.21112, -2.50934], [1.74814, -1.75744, -1.24743], [0.80553, -0.68887, -1.50197], [-0.36894, -1.10795, -2.25955], [-1.34964, -1.94105, -1.42874], [-1.95841, -1.15075, -0.44286], [-2.75939, -1.86726, 0.45108], [5.14012, -4.08525, -2.74506], [4.70822, -2.73787, -3.82013], [3.80033, -4.26224, -3.86432], [1.78902, -2.62929, -3.27571], [2.98867, -1.40428, -3.02245], [2.50567, -1.39499, -0.55078], [1.23221, -2.60523, -0.78841], [1.20434, 0.18484, -1.93151], [-0.14660, -1.65271, -3.18991], [-0.92225, -0.25174, -2.65281], [-0.82850, -2.79448, -0.96919], [-2.08979, -2.38935, -2.10705], [-3.48425, -1.16394, 0.86559], [-2.15126, -2.30146, 1.25323], [-3.35840, -2.62555, -0.06721]], "nbo_charge": [0.86, 0.89, -0.91, -0.90, -0.89, -0.77, -0.04, -0.09, -0.03, -0.04, -0.25, -0.57, -0.08, -0.24, -0.64, -0.24, -0.06, -0.54, -0.26, 0.21, 0.21, 0.14, 0.14, 0.25, 0.14, 0.21, 0.36, 0.21, 0.16, 0.16, 0.16, 0.26, 0.15, 0.15, -0.24, -0.56, -0.08, -0.22, -0.75, -0.26, -0.06, -0.55, -0.24, 0.17, 0.17, 0.14, 0.14, 0.20, 0.20, 0.16, 0.47, 0.14, 0.27, 0.14, 0.15, 0.20, 0.15, 0.16], "total_charge": -2, "e_tot_ev": -76654.7246, "gap_ev": 3.351, "relative_energy_kcal_mol": 0.0}

=====

{"formula": "C13H34F6NO11S2V2", "method": "ωB97M-V/def2-TZVPD", "species": ["V", "V", "C", "O", "H", "H", "H", "C", "F", "F", "F", "S", "O", "O", "N", "S", "O", "O", "C", "F", "F", "F", "O", "H", "C", "C", "O", "H", "H", "H", "H", "H", "H", "C", "C", "O", "H", "H", "H", "H", "H", "H", "C", "C", "O", "H", "H", "H", "H", "H", "H", "C", "C", "O", "H", "H", "H", "H", "H", "H", "C", "C", "O", "H", "H", "H", "H", "H", "H"], "coordinates": [[1.50008, -3.68457, 0.46344], [3.81320, -1.46080, 1.28971], [0.34610, -0.59085, 0.88002], [1.51020, -1.32354, 0.76353], [-0.15305, -0.61932, 1.84860], [0.24732, 0.39654, 0.42902], [-0.37305, -1.12096, 0.25559], [-0.02627, -2.27519, -3.20894], [-0.51041, -2.56961, -4.40694], [0.95190, -1.41543, -3.17365], [-1.01715, -1.81755, -2.44388], [0.53764, -3.96956, -2.37076], [0.20870, -5.05661, -3.21902], [1.95570, -3.80697, -2.15169], [-0.16443, -4.03394, -0.81425], [-1.72411, -4.07733, -0.94005], [-2.30252, -3.04671, -0.05949], [-2.26998, -4.12072, -2.29665], [-2.12727, -5.83297, -0.28092], [-3.44552, -6.00021, -0.34738], [-1.43566, -6.71957, -1.00202], [-1.72714, -5.82877, 1.06919], [3.52422, -3.40287, 0.39288], [4.34587, -3.85702, 0.12239], [-4.00315, 2.80769, -0.95490], [-3.10915, 1.53027, -1.14850], [-2.31802, 1.49523, -2.29583], [-3.37778, 3.69943, -0.91225], [-4.59029, 2.69654, -0.04330], [-4.70713, 2.83975, -1.78645], [-3.67320, 0.61561, -1.33109], [-2.54221, 1.25401, -0.25947], [-1.85719, 2.30700, -2.52000], [2.19020, 2.55456, -4.04780], [2.44598, 2.44123, -2.54217], [2.17764, 1.15795, -1.95085], [2.53979, 1.71444, -4.64788], [2.61134, 3.45821, -4.48842], [1.10818, 2.60013, -4.17134], [1.94557, 3.21278, -1.95702], [3.46526, 2.73818, -2.29519], [1.27296, 1.18908, -1.63118], [3.54006, 2.36414, 0.94785], [4.73385, 1.56429, 1.43591], [4.17550, 0.47382, 2.08912], [3.33365, 3.11830, 1.70728], [2.51638, 2.00907, 0.82907], [3.86787, 2.72920, -0.02549], [5.27419, 2.19249, 2.14408], [5.39455, 1.07374, 0.72110], [3.62825, 0.76995, 2.82017], [-0.43487, 3.44274, 0.54837], [0.67239, 4.54691, 0.67562], [0.25845, 5.49152, -0.29386], [-1.42834, 3.86465, 0.39637], [-0.54727, 2.90037, 1.48715], [-0.21246, 2.74909, -0.26249], [1.67246, 4.19941, 0.41637], [0.73560, 5.03158, 1.64989], [0.96975, 6.13602, -0.31092], [-2.55674, -2.15509, 3.87468], [-3.37790, -1.87628, 5.18047], [-4.67238, -2.15977, 4.68235], [-1.50857, -1.86324, 3.94001], [-2.99609, -1.60453, 3.04285], [-2.42477, -3.21730, 3.66875], [-3.34487, -0.82074, 5.45036], [-3.23157, -2.56176, 6.01522], [-5.28030, -2.47612, 5.35461]], "nbo_charge": [1.52, 0.81, -0.22, -1.02, 0.14, 0.14, 0.16, 0.82, -0.29, -0.27, -0.31, 2.13, -0.88, -0.95, -1.31, 2.19, -0.90, -0.90, 0.76, -0.29, -0.29, -0.35, -1.23, 0.49, -0.64, -0.06, -0.73, 0.20, 0.22, 0.21, 0.19, 0.15, 0.46, -0.64, -0.07, -0.72, 0.22, 0.21, 0.20, 0.16, 0.16, 0.47, -0.67, -0.06, -0.75, 0.20, 0.24, 0.23, 0.17, 0.20, 0.49, -0.63, -0.07, -0.72, 0.23, 0.21, 0.20, 0.16, 0.16, 0.46, -0.62, -0.06, -0.74, 0.19, 0.23, 0.21, 0.16, 0.17, 0.47], "total_charge": 0, "spin_multiplicity": 8, "e_tot_ev": -127388.5765, "gap_ev": [5.508, 8.320]}

=====

{"formula": "C13H34F6NO11S2V2", "method": "ωB97M-V/def2-TZVPD", "species": ["V", "V", "C", "O", "H", "H", "H", "C", "F", "F", "F", "S", "O", "O", "N", "S", "O", "O", "C", "F", "F", "F", "O", "H", "C", "C", "O", "H", "H", "H", "H", "H", "H", "C", "C", "O", "H", "H", "H", "H", "H", "H", "C", "C", "O", "H", "H", "H", "H", "H", "H", "C", "C", "O", "H", "H", "H", "H", "H", "H", "C", "C", "O", "H", "H", "H", "H", "H", "H"], "coordinates": [[-0.37788, 0.92921, -3.00357], [-0.44834, 3.76335, -1.45626], [0.61069, 0.85706, 0.15281], [-0.09716, 1.61960, -0.80522], [1.65721, 0.73039, -0.14003], [0.60030, 1.34709, 1.13017], [0.14086, -0.12274, 0.26894], [-3.98885, 0.42059, -0.42738], [-3.41334, -0.77414, -0.63148], [-5.27998, 0.30750, -0.45379], [-3.53952, 0.90179, 0.71193], [-3.40760, 1.58570, -1.84218], [-4.60576, 2.12474, -2.43569], [-2.56628, 2.56864, -1.18774], [-2.49363, 0.68912, -2.96327], [-3.48563, -0.24940, -3.83951], [-2.66366, -1.29737, -4.38107], [-4.73673, -0.62335, -3.24169], [-3.96855, 0.75030, -5.37837], [-4.23672, -0.14065, -6.31375], [-5.07913, 1.46443, -5.14547], [-3.04369, 1.63881, -5.77221], [-0.39986, 2.98769, -3.31791], [-0.77141, 3.49839, -4.03876], [-0.80997, -3.09214, 1.95986], [-1.26083, -2.10053, 3.05092], [-0.77378, -2.56067, 4.29960], [-1.10423, -2.84051, 0.94016], [-1.23521, -4.07101, 2.17485], [0.28092, -3.10569, 1.99802], [-2.35291, -2.08549, 3.06295], [-0.90277, -1.09641, 2.82085], [-1.46419, -2.97210, 4.82158], [1.75486, 4.04111, 5.10507], [1.68490, 3.00288, 4.00173], [0.63249, 3.39671, 3.08681], [2.78482, 4.07144, 5.47433], [1.09712, 3.77241, 5.92879], [1.59272, 5.05739, 4.75423], [1.53132, 1.97962, 4.34438], [2.62970, 2.99224, 3.44600], [0.97125, 3.17471, 2.21599], [3.54109, -0.66854, 3.58677], [2.16376, -0.69271, 4.17855], [1.85434, -2.04601, 4.51449], [3.66469, -1.39102, 2.77377], [4.33713, -0.91335, 4.29194], [3.85458, 0.25843, 3.09147], [1.42233, -0.36072, 3.43864], [2.07662, 0.02898, 4.99623], [0.90529, -2.13548, 4.27762], [0.18805, -3.28606, -1.55044], [-0.71378, -2.42258, -2.43848], [-0.00960, -1.23480, -2.82920], [1.07928, -3.65958, -2.06866], [-0.22019, -4.25191, -1.24866], [0.46772, -2.67998, -0.69023], [-1.63830, -2.24462, -1.89886], [-0.94719, -2.99093, -3.33846], [0.79154, -1.52761, -3.27909], [3.39028, -0.69463, -2.12625], [3.01889, 0.08462, -3.39767], [1.88719, 0.93499, -3.18778], [2.61622, -1.26394, -1.61575], [3.68820, 0.08514, -1.41831], [4.24554, -1.32595, -2.36492], [2.81795, -0.60793, -4.21667], [3.87617, 0.70330, -3.66164], [2.18061, 1.76218, -2.79302]], "nbo_charge": [1.42, 1.61, -0.23, -0.99, 0.15, 0.17, 0.17, 0.80, -0.32, -0.26, -0.29, 2.16, -0.87, -0.99, -1.24, 2.21, -0.93, -0.88, 0.74, -0.29, -0.30, -0.32, -1.20, 0.50, -0.63, -0.07, -0.74, 0.20, 0.22, 0.21, 0.17, 0.17, 0.50, -0.64, -0.07, -0.73, 0.22, 0.22, 0.22, 0.17, 0.15, 0.45, -0.63, -0.06, -0.74, 0.21, 0.22, 0.20, 0.14, 0.16, 0.49, -0.65, -0.07, -0.76, 0.21, 0.25, 0.21, 0.21, 0.20, 0.49, -0.64, -0.07, -0.76, 0.22, 0.21, 0.24, 0.18, 0.20, 0.49], "total_charge": 1, "spin_multiplicity": 7, "e_tot_ev": -127386.8889, "gap_ev": [6.672, 6.745], "relative_energy_kcal_mol": 77.2}

=====

{"formula": "C13H34N6OP2Ru", "method": "ωB97M-V/def2-TZVPD", "species": ["Ru", "C", "N", "C", "C", "N", "N", "C", "N", "N", "H", "H", "H", "H", "H", "H", "H", "H", "H", "H", "H", "C", "P", "C", "C", "C", "P", "C", "C", "H", "H", "H", "H", "H", "H", "H", "H", "H", "H", "H", "H", "H", "H", "H", "H", "C", "N", "C", "C", "O", "H", "H", "H", "H", "H", "H", "H"], "coordinates": [[0.17533, 0.09799, -0.01563], [2.08889, 0.18469, 5.13279], [0.98174, 0.29132, 4.16849], [-0.37311, 0.45710, 4.71052], [1.18708, 0.24936, 2.86037], [0.20479, 0.21274, 1.96796], [2.51278, 0.22003, 2.45512], [3.00144, 0.30387, 1.17672], [4.31743, 0.44165, 1.06255], [2.18784, 0.22957, 0.14603], [1.66727, 0.12104, 6.12991], [2.73128, 1.06752, 5.10230], [2.66713, -0.72600, 4.96869], [-0.29286, 0.88132, 5.70639], [-0.89418, -0.49913, 4.78149], [-0.94852, 1.16022, 4.10961], [-0.69867, 0.20832, 2.42150], [3.19756, 0.20188, 3.19554], [4.92439, 0.57224, 1.85753], [4.75968, 0.46225, 0.15744], [2.66660, 0.34929, -0.73977], [-1.82198, -2.63064, 1.20057], [-1.64518, -1.38640, -0.09149], [-1.86570, -2.25981, -1.65508], [-3.12401, -0.32232, 0.06686], [-2.98025, 0.85300, -0.87920], [-1.42470, 1.73225, -0.50154], [-1.00787, 2.67640, -1.97865], [-1.82714, 2.94116, 0.77133], [-2.82528, -3.05260, 1.11988], [-1.69319, -2.19127, 2.18862], [-1.09344, -3.43260, 1.07814], [-2.85340, -2.72414, -1.64995], [-1.11724, -3.04422, -1.77487], [-1.78924, -1.57089, -2.49391], [-3.17579, 0.01310, 1.10785], [-4.03990, -0.88814, -0.12501], [-3.83608, 1.52860, -0.80398], [-2.91993, 0.52899, -1.92136], [-1.92650, 3.13414, -2.35098], [-0.58439, 2.02170, -2.73576], [-0.29226, 3.46571, -1.74665], [-2.53059, 3.65253, 0.33421], [-0.93906, 3.48315, 1.09709], [-2.28989, 2.46345, 1.63447], [1.91968, -1.93662, -4.87454], [1.11747, -0.96311, -4.10110], [0.34935, 0.06004, -4.81602], [1.12390, -1.01644, -2.80020], [0.49312, -0.21114, -2.05252], [1.71765, -1.78654, -5.92939], [1.64250, -2.95324, -4.60513], [2.98240, -1.78266, -4.70044], [0.11091, -0.30885, -5.80846], [0.93151, 0.97717, -4.91020], [-0.57297, 0.26735, -4.27889], [1.72359, -1.82440, -2.36922]], "nbo_charge": [0.56, -0.45, -0.34, -0.43, 0.67, -0.75, -0.59, 0.68, -0.74, -0.85, 0.27, 0.23, 0.23, 0.26, 0.23, 0.21, 0.40, 0.44, 0.43, 0.44, 0.40, -0.96, 1.21, -0.97, -0.73, -0.74, 1.26, -0.97, -0.97, 0.28, 0.25, 0.28, 0.28, 0.27, 0.26, 0.24, 0.28, 0.28, 0.25, 0.28, 0.27, 0.28, 0.28, 0.27, 0.26, -0.42, -0.33, -0.43, 0.54, -0.70, 0.25, 0.23, 0.23, 0.25, 0.24, 0.21, 0.17], "total_charge": 3, "spin_multiplicity": 2, "e_tot_ev": -46158.8790, "gap_ev": [8.513, 7.711], "relative_energy_kcal_mol": 0.0}